{
  "formula": "C27H42BClN8O4Os",
  "method": "wB97M-V/def2-TZVPD",
  "total_charge": 0,
  "homo_ev": [-7.33, -7.32],
  "orbital_gap_ha": [0.267, 0.266],
  "e_tot_ha": -2368.6370,
  "de_lowest_ev": 0.000,
  "species": ["Os", "C", "C", "C", "C", "C", "C", "N", "N", "B", "N", "C", "C", "C", "N", "C", "C", "C", "N", "C", "C", "C", "N", "C", "C", "C", "H", "H", "H", "H", "H", "H", "H", "H", "H", "H", "H", "H", "H", "H", "H", "H", "H", "H", "H", "H", "H", "H", "H", "H", "H", "H", "H", "H", "C", "C", "C", "C", "N", "H", "H", "H", "H", "H", "H", "H", "H", "H", "C", "C", "C", "N", "C", "C", "H", "H", "H", "H", "H", "O", "Cl", "O", "O", "O"],
  "coordinates": [[0.5204, 0.0364, -0.2982], [0.2897, 3.5029, 2.8941], [1.4086, 2.5818, 2.3955], [2.7561, 3.0036, 2.9718], [1.0649, 1.1755, 2.7242], [1.1454, 0.5710, 3.9773], [0.5451, -0.6568, 3.8183], [0.1468, -0.7700, 2.5532], [0.4592, 0.3490, 1.8493], [-0.6801, -1.9045, 1.9630], [-1.8180, -1.2835, 1.1482], [-3.1104, -1.5041, 1.3858], [-3.8439, -0.7123, 0.5422], [-2.9097, 0.0071, -0.2083], [-1.6567, -0.3569, 0.1568], [-3.3709, 1.1082, -1.1320], [-3.1529, 2.4600, -0.4415], [-2.7797, 1.0823, -2.5306], [0.1593, -2.7941, 1.0798], [0.5298, -4.0492, 1.3361], [1.2398, -4.5062, 0.2561], [1.2597, -3.4367, -0.6467], [0.6038, -2.3754, -0.1252], [1.8834, -3.5589, -2.0069], [1.1688, -4.6466, -2.8151], [3.3795, -3.8640, -1.8899], [0.4910, 4.5358, 2.6016], [-0.6746, 3.2077, 2.4752], [0.2133, 3.4663, 3.9833], [1.4485, 2.6421, 1.3260], [2.7644, 2.9157, 4.0607], [3.5766, 2.4036, 2.5766], [2.9555, 4.0476, 2.7224], [1.5530, 0.9923, 4.8795], [0.3640, -1.4544, 4.5191], [-1.1324, -2.5659, 2.8591], [-3.4106, -2.2008, 2.1499], [-4.9152, -0.6284, 0.4791], [-4.4480, 0.9496, -1.2310], [-2.0903, 2.6057, -0.2502], [-3.5163, 3.2752, -1.0716], [-3.6878, 2.4950, 0.5094], [-1.7141, 1.2743, -2.4783], [-2.9574, 0.1170, -3.0096], [-3.2392, 1.8572, -3.1477], [0.2422, -4.5296, 2.2562], [1.6719, -5.4826, 0.1212], [1.7558, -2.6357, -2.5427], [1.2327, -5.6125, -2.3109], [0.1126, -4.4063, -2.9500], [1.6274, -4.7476, -3.8010], [3.5337, -4.8771, -1.5110], [3.8607, -3.7911, -2.8673], [3.8738, -3.1714, -1.2098], [1.7349, 2.4210, -2.6499], [0.6770, 2.8337, -1.6169], [1.3437, 3.8050, -0.6440], [-0.4168, 3.6152, -2.3567], [0.0416, 1.6932, -0.8999], [2.1740, 3.3201, -3.0882], [1.2826, 1.8428, -3.4563], [2.5330, 1.8511, -2.1807], [1.6232, 4.6977, -1.2070], [2.2408, 3.3716, -0.2137], [0.6517, 4.1010, 0.1448], [0.0452, 4.4119, -2.9430], [-1.1160, 4.0683, -1.6520], [-0.9755, 2.9723, -3.0339], [1.0528, -0.7585, -5.0972], [-0.1934, -0.7832, -4.4619], [-0.2202, -0.6769, -3.0990], [0.8837, -0.5357, -2.3332], [2.0774, -0.5992, -2.9398], [2.1859, -0.6803, -4.3362], [1.1243, -0.8279, -6.1750], [-1.1162, -0.8815, -5.0146], [-1.1453, -0.7204, -2.5534], [3.0838, -0.7926, -1.2960], [3.1796, -0.7041, -4.7593], [3.3061, -1.2444, 0.3977], [3.5890, 0.1446, 0.8287], [3.2017, -0.6297, -2.2620], [4.8907, 0.5472, 0.3397], [2.5650, 0.9879, 0.0357]],
  "atomic_forces_ev_per_a": [[0.231, 1.732, 0.497], [-0.023, 0.004, -0.034], [0.008, 0.140, 0.245], [0.030, 0.033, -0.021], [-0.107, 0.088, -0.123], [-0.023, 0.068, 0.007], [0.007, -0.022, -0.022], [-0.072, 0.063, 0.159], [0.380, -0.579, 0.110], [-0.154, -0.069, -0.059], [0.026, 0.070, -0.195], [-0.033, -0.017, 0.044], [-0.096, 0.039, 0.004], [0.133, -0.030, -0.051], [-0.065, -0.344, -0.537], [0.282, 0.107, 0.120], [-0.067, 0.028, 0.019], [-0.133, 0.002, -0.008], [0.013, 0.007, 0.097], [-0.031, -0.068, -0.009], [-0.010, -0.041, -0.046], [-0.074, 0.130, 0.037], [0.487, -0.251, -0.022], [0.037, -0.152, 0.097], [-0.021, 0.029, -0.020], [-0.003, 0.030, 0.010], [-0.003, -0.007, 0.012], [0.013, 0.005, -0.003], [-0.002, 0.005, -0.008], [0.021, -0.016, -0.229], [0.009, 0.017, -0.012], [-0.011, -0.012, 0.012], [0.006, -0.014, 0.006], [0.005, 0.004, -0.018], [-0.031, 0.002, -0.017], [-0.018, 0.048, -0.016], [0.023, 0.001, 0.000], [0.012, 0.012, -0.013], [0.000, -0.020, 0.047], [-0.042, -0.019, -0.016], [-0.008, -0.006, 0.002], [-0.016, -0.003, -0.010], [-0.020, -0.039, -0.058], [-0.045, 0.043, -0.044], [-0.005, 0.002, 0.017], [-0.005, 0.026, 0.003], [-0.003, 0.013, -0.017], [-0.034, -0.037, -0.051], [0.008, 0.002, -0.021], [0.003, -0.009, 0.007], [-0.002, 0.002, 0.006], [0.000, 0.009, -0.003], [-0.010, -0.028, 0.001], [0.007, 0.003, -0.023], [-0.035, -0.025, 0.073], [0.345, -0.643, -0.402], [-0.119, -0.022, 0.081], [-0.072, -0.031, 0.114], [-0.516, 0.533, 0.764], [-0.019, -0.016, -0.022], [0.008, 0.021, -0.048], [0.044, -0.016, -0.022], [-0.013, 0.003, 0.024], [0.089, 0.033, -0.003], [0.003, 0.057, 0.008], [-0.008, 0.006, 0.002], [-0.006, -0.034, -0.047], [0.045, 0.092, -0.052], [-0.069, -0.010, -0.024], [0.055, 0.006, -0.052], [0.060, -0.238, -0.032], [-0.168, 0.026, 0.109], [0.018, 0.071, -0.043], [0.059, -0.003, -0.015], [0.000, 0.001, 0.005], [0.000, -0.010, 0.009], [0.032, -0.030, 0.069], [-0.025, -0.088, -0.010], [-0.006, 0.013, 0.006], [0.033, 0.134, 0.074], [0.233, -0.197, 0.032], [0.014, 0.057, -0.101], [-0.061, 0.167, 0.083], [-0.493, -0.837, -0.436]]
}

{
  "formula": "C32H18IrN10O7S2Se",
  "method": "wB97M-V/def2-TZVPD",
  "total_charge": 1,
  "homo_ev": -11.28,
  "orbital_gap_ha": 0.261,
  "e_tot_ha": -5606.4082,
  "de_lowest_ev": 0.451,
  "species": ["Ir", "S", "N", "C", "C", "C", "C", "C", "N", "C", "C", "N", "C", "C", "C", "C", "C", "N", "H", "H", "H", "H", "H", "H", "O", "C", "O", "C", "C", "C", "C", "C", "C", "O", "N", "O", "O", "N", "O", "O", "H", "H", "N", "C", "N", "C", "C", "C", "C", "C", "C", "S", "H", "H", "H", "H", "H", "H", "Se", "N", "C", "C", "C", "C", "C", "C", "N", "H", "H", "H", "H"],
  "coordinates": [[0.4170, 0.0000, 0.0844], [-0.4687, 3.1381, 6.7536], [-1.2352, 3.4059, 5.3624], [-0.8153, 2.4844, 4.5124], [-1.2637, 2.3421, 3.1396], [-2.2003, 3.1716, 2.5176], [-2.5333, 2.9173, 1.2068], [-1.9251, 1.8637, 0.5288], [-1.0340, 1.0640, 1.1120], [-0.7050, 1.3052, 2.4020], [0.3094, 0.4226, 2.9648], [0.7947, -0.5078, 2.1110], [1.6539, -1.4097, 2.5885], [2.1053, -1.3791, 3.9044], [1.6545, -0.3981, 4.7612], [0.7159, 0.5185, 4.2923], [0.1354, 1.5934, 5.0753], [0.4163, 1.8563, 6.3403], [-2.6348, 3.9961, 3.0671], [-3.2523, 3.5264, 0.6779], [-2.1460, 1.6620, -0.5112], [1.9915, -2.1703, 1.9003], [2.8188, -2.1215, 4.2320], [1.9999, -0.3348, 5.7849], [2.4843, -2.1358, -2.6429], [1.7684, -1.2129, -2.3209], [1.9311, -0.6021, -1.1559], [0.7261, -0.6894, -3.2598], [0.7815, -1.1355, -4.5724], [-0.1539, -0.7047, -5.4906], [-1.1621, 0.1686, -5.1379], [-1.2019, 0.6250, -3.8387], [-0.2853, 0.2023, -2.8531], [-0.4517, 0.6218, -1.6207], [-2.2978, 1.5365, -3.4959], [-2.0724, 2.4204, -2.6796], [-3.3569, 1.3783, -4.0581], [-0.0919, -1.1939, -6.8770], [-0.9202, -0.7661, -7.6538], [0.7801, -1.9924, -7.1453], [1.5609, -1.8260, -4.8615], [-1.9004, 0.4875, -5.8586], [1.6802, -3.1214, -0.0422], [0.3378, -3.0586, -0.1468], [-0.3902, -1.9550, -0.0358], [-1.7696, -2.2745, -0.0621], [-2.8378, -1.3883, -0.0031], [-4.1289, -1.8817, -0.0653], [-4.3772, -3.2468, -0.1845], [-3.3260, -4.1413, -0.2519], [-2.0357, -3.6367, -0.1949], [-0.5535, -4.5321, -0.2968], [2.1790, -2.2664, -0.2966], [2.1188, -3.9627, -0.3839], [-2.6644, -0.3327, 0.0786], [-4.9608, -1.1909, -0.0307], [-5.3945, -3.6095, -0.2321], [-3.5037, -5.2039, -0.3484], [0.6857, 3.0419, -1.2358], [1.3059, 1.8675, -0.0017], [2.0429, 2.5408, 0.8779], [2.7771, 1.9892, 1.9714], [3.4827, 2.8307, 2.7669], [3.5265, 4.2462, 2.5398], [2.8760, 4.8038, 1.4938], [2.1208, 3.9557, 0.6228], [1.4806, 4.3854, -0.4489], [2.7973, 0.9205, 2.1248], [4.0509, 2.4249, 3.5944], [4.1179, 4.8620, 3.2033], [2.9199, 5.8625, 1.2796]],
  "atomic_forces_ev_per_a": [[-1.056, -0.396, -0.743], [0.004, 0.001, 0.014], [0.036, -0.010, 0.037], [-0.021, -0.008, -0.011], [-0.058, -0.027, -0.009], [0.030, -0.021, 0.036], [-0.043, -0.054, -0.007], [-0.120, -0.107, -0.021], [0.282, 0.316, 0.427], [0.198, -0.105, 0.054], [-0.456, -0.112, -0.186], [1.086, 0.439, -0.140], [-0.055, 0.059, 0.033], [-0.075, -0.046, 0.058], [0.014, -0.021, 0.061], [-0.116, -0.026, -0.106], [0.017, -0.041, -0.013], [-0.017, 0.057, 0.000], [-0.017, -0.016, 0.005], [0.015, 0.009, -0.004], [0.078, 0.072, -0.020], [0.076, 0.092, -0.014], [-0.017, -0.014, -0.004], [0.009, 0.006, -0.007], [-0.020, 0.052, -0.078], [0.083, 0.215, 0.104], [0.176, -0.535, 0.598], [-0.062, -0.076, 0.045], [-0.054, -0.004, 0.030], [-0.002, 0.018, -0.023], [0.039, -0.004, 0.016], [-0.114, -0.032, -0.128], [0.106, -0.101, 0.056], [0.158, 0.154, 0.102], [0.076, 0.059, -0.006], [-0.091, -0.033, -0.045], [0.040, -0.004, 0.053], [0.022, 0.000, 0.002], [0.017, -0.011, 0.019], [-0.023, 0.025, 0.005], [-0.006, -0.007, -0.001], [-0.010, -0.008, -0.010], [0.012, 0.151, -0.026], [-0.013, 0.133, 0.302], [-0.228, -0.041, -0.144], [0.127, 0.030, -0.149], [0.046, -0.045, -0.025], [-0.020, 0.032, -0.007], [-0.012, -0.022, 0.006], [-0.013, 0.006, 0.007], [-0.030, 0.028, 0.005], [0.042, -0.026, -0.014], [0.007, -0.053, -0.173], [-0.001, 0.001, -0.042], [-0.018, 0.026, -0.040], [0.009, 0.004, 0.012], [0.003, 0.003, 0.002], [0.011, 0.005, -0.019], [-0.052, -0.035, -0.086], [-0.325, 0.192, 0.354], [0.204, -0.164, -0.076], [-0.051, 0.007, 0.011], [-0.017, 0.004, 0.006], [-0.005, 0.008, -0.019], [0.016, -0.016, 0.025], [0.083, 0.058, -0.085], [0.044, -0.058, 0.026], [0.059, 0.033, -0.015], [0.023, -0.009, -0.016], [-0.015, -0.001, 0.012], [-0.010, -0.005, -0.009]]
}

{
  "formula": "C4H14N2O",
  "method": "wB97M-V/def2-TZVPD",
  "total_charge": 0,
  "homo_ev": -9.51,
  "orbital_gap_ha": 0.387,
  "smiles": "NCCCCN.O",
  "e_tot_ha": -345.5336,
  "de_lowest_ev": 1.160,
  "species": ["C", "C", "C", "N", "C", "N", "H", "H", "H", "H", "H", "H", "H", "H", "H", "H", "H", "H", "H", "H", "O"],
  "coordinates": [[0.4167, 0.6277, -0.2392], [-0.8970, 1.1330, 0.4046], [-2.1993, 0.8009, -0.2931], [-2.6772, -0.5737, -0.1508], [0.6408, -0.8423, 0.1148], [1.7521, -1.4048, -0.7262], [0.4604, 0.8214, -1.3108], [1.2178, 1.1864, 0.2446], [-0.8857, 0.6559, 1.3989], [-0.8455, 2.1923, 0.6465], [-2.9608, 1.5214, 0.0418], [-2.0519, 0.9791, -1.3642], [-3.6183, -0.6181, -0.4982], [-2.9084, -0.7275, 0.8220], [-0.2621, -1.4194, -0.0739], [0.8952, -0.9219, 1.1712], [1.2841, -1.6901, -1.5757], [1.9923, -2.2842, -0.2950], [3.5310, -0.5718, 0.6602], [3.4069, 0.7969, 0.1248], [3.7087, 0.3388, 0.8979]],
  "atomic_forces_ev_per_a": [[-0.524, 0.155, 0.887], [0.658, -0.863, 0.769], [-0.283, 0.717, -0.603], [-0.025, -0.194, 0.631], [0.394, 0.012, -1.061], [-0.693, 0.195, 0.735], [-0.074, -0.146, -0.101], [0.176, 0.109, -0.242], [-0.299, 0.114, -0.014], [-0.028, 0.188, -0.399], [0.106, -0.009, -0.040], [-0.119, 0.041, 0.018], [-0.347, -0.008, -0.946], [0.604, -0.124, 0.556], [-0.242, 0.070, 0.213], [0.083, 0.002, 0.004], [0.260, 0.060, -0.438], [0.295, -0.366, 0.060], [-0.068, -0.291, -0.103], [-0.212, 0.449, -0.634], [0.342, -0.110, 0.707]]
}